# 1
{"formula": "C4H9N2O", "method": "ωB97M-V with the def2-TZVPD basis set", "species": ["O", "N", "N", "C", "C", "C", "C", "H", "H", "H", "H", "H", "H", "H", "H", "H"], "xyz": [[-0.477, 0.307, -0.659], [0.290, -2.094, -0.712], [-0.604, 2.602, -0.033], [-0.521, 1.476, -0.298], [0.611, -0.647, -0.297], [-0.974, 3.742, 0.746], [0.880, -2.972, 0.266], [0.565, -2.407, -1.671], [-2.067, 3.493, 0.924], [-0.258, 3.671, 1.591], [-0.672, -2.147, -0.695], [-0.967, 4.650, 0.272], [1.974, -2.951, 0.290], [0.403, -3.912, 0.009], [0.435, -2.492, 1.158], [1.384, -0.320, -0.891]], "atomic_forces_ev_per_a": [[-1.52, 0.19, -1.14], [2.25, 2.83, -2.77], [0.53, -1.23, -1.29], [0.14, 0.34, 0.21], [0.36, -1.10, 2.47], [-1.39, -2.96, 2.01], [-1.16, -0.13, 1.44], [-0.14, 0.59, 0.50], [1.34, 0.72, 0.81], [-1.06, 0.58, -0.05], [-2.83, -0.56, 0.27], [0.61, 1.95, -1.58], [-0.45, -0.01, -0.22], [0.66, -0.68, 0.61], [0.81, -1.05, 0.26], [1.85, 0.52, -1.54]], "mulliken_charge": [-0.229, -0.120, -0.001, 0.612, -0.640, -0.563, -0.790, 0.364, 0.295, 0.295, 0.314, 0.250, 0.301, 0.362, 0.351, 0.201], "total_charge": 1, "e_above_lowest_ev": 6.0379, "max_force_ev_per_a": 4.55, "e_homo_ev": -11.880}

=====

# 2
{"formula": "C33H49GeN2O8S3SeZr", "method": "ωB97M-V with the def2-TZVPD basis set", "species": ["Zr", "Se", "Ge", "S", "S", "S", "O", "O", "O", "O", "O", "O", "O", "O", "N", "N", "C", "C", "C", "C", "C", "C", "C", "C", "C", "C", "C", "C", "C", "C", "C", "C", "C", "C", "C", "C", "C", "C", "C", "C", "C", "C", "C", "C", "C", "C", "C", "C", "C", "H", "H", "H", "H", "H", "H", "H", "H", "H", "H", "H", "H", "H", "H", "H", "H", "H", "H", "H", "H", "H", "H", "H", "H", "H", "H", "H", "H", "H", "H", "H", "H", "H", "H", "H", "H", "H", "H", "H", "H", "H", "H", "H", "H", "H", "H", "H", "H", "H"], "xyz": [[0.491, 0.214, 0.072], [-0.781, 0.342, -2.296], [-1.483, -1.556, 1.285], [-0.144, 3.131, -2.558], [3.155, -0.478, -0.015], [0.985, 2.651, -1.021], [1.740, 1.391, -1.302], [0.025, 2.159, 0.055], [0.296, -1.025, 1.928], [1.794, 3.750, -0.604], [-1.682, 0.263, 0.635], [4.161, 0.045, -0.882], [1.969, -1.132, -0.632], [-0.647, -1.955, -0.348], [1.815, 2.346, 2.129], [2.471, 0.463, 1.054], [3.196, -2.897, 1.287], [0.374, -0.908, 3.388], [1.823, -0.789, 3.861], [-1.759, -4.138, -0.273], [-3.988, 0.190, 1.418], [0.950, -0.557, -6.027], [5.708, -4.662, 3.526], [0.804, -0.354, -4.659], [2.788, 1.769, 1.427], [-1.244, 0.292, -6.421], [-1.684, -2.822, -2.374], [4.174, 3.699, 1.655], [-3.401, 1.518, -0.587], [-2.900, 1.051, 0.777], [-0.408, 0.152, -4.179], [-2.620, 2.263, 1.664], [5.751, -2.481, 2.287], [5.060, -3.646, 2.627], [1.946, -0.658, -3.735], [-0.190, -2.192, 4.006], [0.422, -3.808, -1.443], [5.181, -1.538, 1.453], [0.076, -0.507, -8.397], [-0.917, -3.157, -1.094], [-0.456, 0.289, 3.850], [3.902, -1.754, 0.958], [3.161, 4.300, 2.387], [2.003, 3.578, 2.591], [-2.710, 1.143, -4.573], [4.005, 2.415, 1.184], [-1.435, 0.514, -5.067], [-0.068, -0.260, -6.920], [3.782, -3.843, 2.115], [3.238, -4.744, 2.370], [0.279, -3.059, 3.534], [4.765, 1.911, 0.604], [6.749, -2.328, 2.679], [-1.769, 2.815, 1.276], [0.124, 0.440, -8.938], [-2.405, 1.951, 2.686], [-0.785, -1.059, -8.776], [2.197, -3.035, 0.892], [-3.455, 0.675, -1.274], [-1.054, -2.284, -3.084], [0.290, -4.532, -2.247], [5.716, -0.639, 1.172], [-2.033, 0.554, -7.117], [0.838, -4.323, -0.574], [-4.917, 0.756, 1.473], [5.093, 4.235, 1.460], [3.263, 5.299, 2.785], [-1.517, 0.077, 3.691], [5.876, -4.241, 4.519], [-2.038, -3.743, -2.839], [-3.706, -0.116, 2.427], [6.679, -4.956, 3.127], [-3.251, 0.450, -3.927], [5.088, -5.552, 3.628], [0.976, -1.076, -8.624], [2.318, 0.058, 3.404], [-1.283, -4.341, 0.689], [-3.491, 2.919, 1.672], [-2.752, -3.723, -0.087], [2.784, -1.092, -4.279], [-4.160, -0.706, 0.816], [-2.740, 2.272, -1.016], [1.126, -3.043, -1.762], [1.169, 3.998, 3.146], [2.291, 0.251, -3.242], [-2.473, 2.026, -3.977], [1.886, -0.958, -6.398], [-0.298, 0.485, 4.911], [-1.269, -2.266, 3.866], [2.374, -1.696, 3.618], [-0.170, 1.168, 3.280], [1.828, -0.658, 4.943], [1.642, -1.347, -2.947], [-4.398, 1.948, -0.482], [-2.543, -2.189, -2.141], [-1.862, -5.074, -0.820], [0.022, -2.217, 5.074], [-3.352, 1.433, -5.404]], "atomic_forces_ev_per_a": [[-1.31, -1.77, 0.72], [-1.24, 0.12, -1.71], [-1.00, -0.76, 0.47], [-0.01, -0.09, -0.18], [1.97, -0.60, 0.99], [0.10, 2.09, -1.52], [0.23, 0.43, 0.21], [-0.17, 0.88, 0.46], [-0.58, 0.20, -0.27], [0.01, -0.08, 0.17], [0.57, -0.45, 0.15], [-0.06, 0.09, -0.01], [0.47, -0.26, -0.17], [0.08, 0.58, 0.77], [0.07, -0.33, 0.18], [-0.24, 0.02, -0.72], [-0.14, 0.01, -0.12], [-0.02, -0.15, 0.53], [-0.17, 0.08, -0.42], [0.12, 0.34, 0.07], [0.28, -0.10, -0.06], [-0.06, 0.00, -0.06], [-0.02, 0.09, -0.05], [0.05, -0.01, 0.19], [0.76, 0.56, 0.71], [0.05, -0.02, -0.11], [0.10, 0.16, 0.18], [0.04, 0.03, 0.10], [0.24, -0.09, -0.01], [-0.38, 0.30, 0.20], [0.39, -0.07, 0.18], [0.13, -0.21, -0.03], [-0.09, -0.07, 0.00], [0.03, -0.02, 0.01], [-0.02, 0.03, -0.07], [-0.01, -0.04, -0.26], [-0.09, 0.17, 0.09], [0.06, 0.13, -0.07], [0.00, 0.06, 0.04], [0.07, -0.40, -0.31], [0.08, -0.24, -0.24], [-0.13, -0.03, -0.09], [0.00, 0.04, -0.01], [-0.12, -0.02, -0.02], [0.13, -0.10, -0.01], [-0.07, -0.41, -0.21], [-0.07, -0.02, 0.27], [-0.05, 0.01, 0.02], [0.07, 0.04, 0.02], [0.00, -0.01, -0.01], [0.01, -0.02, 0.07], [0.04, 0.09, -0.03], [0.01, 0.05, -0.03], [0.00, 0.09, 0.02], [0.01, -0.02, -0.03], [-0.01, 0.05, 0.00], [0.02, 0.00, -0.04], [0.02, -0.03, 0.05], [-0.06, -0.01, -0.06], [-0.02, -0.08, -0.04], [0.01, -0.05, 0.02], [0.05, -0.04, 0.03], [-0.04, 0.02, 0.05], [0.04, 0.02, -0.01], [-0.01, 0.04, 0.01], [0.02, -0.05, -0.02], [0.00, 0.01, -0.03], [-0.01, 0.12, 0.02], [-0.01, -0.04, 0.02], [0.02, 0.00, -0.05], [-0.06, -0.03, -0.01], [0.00, -0.05, 0.03], [-0.07, 0.05, 0.01], [0.02, -0.02, 0.02], [0.01, 0.01, 0.01], [0.07, 0.13, 0.01], [-0.03, -0.08, -0.01], [-0.03, -0.02, 0.02], [-0.04, -0.12, 0.02], [-0.02, -0.04, -0.01], [-0.12, 0.00, 0.04], [0.05, -0.04, -0.05], [0.00, -0.10, -0.07], [0.05, 0.02, 0.00], [0.00, -0.05, 0.00], [-0.13, 0.03, 0.02], [0.00, -0.01, 0.01], [-0.01, -0.05, 0.00], [0.03, -0.06, 0.09], [0.07, -0.03, -0.03], [0.03, 0.20, -0.01], [-0.03, -0.02, 0.01], [0.04, 0.01, -0.07], [0.03, 0.04, 0.07], [-0.03, -0.04, -0.02], [0.00, -0.01, -0.02], [0.01, 0.03, 0.03], [0.01, -0.01, -0.02]], "mulliken_charge": [-0.653, 0.864, -0.484, -0.329, 1.669, 1.266, -0.580, -0.158, 1.133, -0.676, 0.303, -0.860, 0.446, 0.671, 0.283, 1.360, -0.305, 1.101, -1.369, -2.161, -2.045, -1.164, -1.573, 0.682, 0.309, -0.931, -1.716, -0.564, -1.726, 1.536, 0.443, -1.594, -0.834, 1.079, -0.675, -1.812, -1.375, -0.805, -1.640, 1.410, -1.590, 0.023, -0.901, -0.219, -1.433, -1.241, 0.391, 0.830, -0.932, 0.343, 0.312, 0.472, 0.417, 0.131, 0.333, 0.272, 0.369, 0.177, 0.241, 0.219, 0.460, 0.479, 0.416, 0.345, 0.492, 0.438, 0.421, 0.184, 0.331, 0.592, 0.394, 0.375, 0.247, 0.358, 0.351, 0.085, 0.460, 0.453, 0.458, 0.427, 0.473, 0.237, 0.028, 0.378, 0.115, 0.237, 0.332, 0.585, 0.360, 0.336, 0.073, 0.569, -0.440, 0.622, 0.171, 0.485, 0.480, 0.451], "multiplicity": 2, "e_above_lowest_ev": 1.1672, "max_force_ev_per_a": 2.58, "e_homo_ev": [-7.099, -7.974], "s2": 0.757}

=====

# 3
{"formula": "C21H48CrF8N2O17S4", "method": "ωB97M-V with the def2-TZVPD basis set", "species": ["Cr", "S", "S", "S", "S", "F", "F", "F", "F", "F", "F", "F", "F", "O", "O", "O", "O", "O", "O", "O", "O", "O", "O", "O", "O", "O", "O", "O", "O", "O", "N", "N", "C", "C", "C", "C", "C", "C", "C", "C", "C", "C", "C", "C", "C", "C", "C", "C", "C", "C", "C", "C", "C", "H", "H", "H", "H", "H", "H", "H", "H", "H", "H", "H", "H", "H", "H", "H", "H", "H", "H", "H", "H", "H", "H", "H", "H", "H", "H", "H", "H", "H", "H", "H", "H", "H", "H", "H", "H", "H", "H", "H", "H", "H", "H", "H", "H", "H", "H", "H", "H"], "xyz": [[-29.564, -27.301, -27.971], [-30.007, -24.625, -29.978], [-26.347, -27.303, -26.950], [-27.912, -28.617, -25.466], [-28.820, -24.163, -27.629], [-27.094, -24.381, -29.635], [-27.479, -22.322, -28.961], [-29.439, -28.985, -25.506], [-32.342, -23.644, -30.513], [-32.277, -24.709, -28.614], [-26.458, -26.605, -28.388], [-32.398, -25.781, -30.460], [-26.219, -23.635, -27.813], [-28.584, -27.688, -29.939], [-29.656, -23.030, -27.372], [-25.550, -28.442, -27.246], [-28.280, -24.761, -26.442], [-34.630, -27.840, -29.957], [-32.884, -21.725, -35.937], [-26.731, -25.344, -32.235], [-34.316, -21.811, -24.409], [-29.721, -23.241, -30.170], [-30.507, -26.665, -26.215], [-31.246, -27.661, -29.054], [-29.634, -25.462, -31.081], [-27.285, -29.876, -25.603], [-27.773, -27.853, -24.276], [-30.201, -29.210, -28.076], [-32.028, -29.775, -29.292], [-25.833, -26.283, -26.114], [-27.926, -27.634, -26.842], [-29.516, -25.339, -28.531], [-32.599, -25.774, -25.257], [-27.530, -25.334, -34.512], [-28.219, -28.965, -30.500], [-31.951, -26.845, -26.123], [-31.256, -28.968, -28.830], [-34.758, -21.630, -25.758], [-26.874, -29.409, -29.923], [-34.453, -22.812, -26.642], [-26.319, -25.462, -33.587], [-32.297, -28.237, -25.634], [-35.251, -27.820, -28.695], [-34.404, -20.246, -26.244], [-36.670, -28.310, -28.868], [-27.285, -23.581, -28.588], [-28.186, -28.875, -32.014], [-31.320, -21.578, -34.127], [-32.475, -22.361, -34.714], [-25.290, -24.366, -33.871], [-35.188, -26.445, -28.031], [-33.663, -22.556, -33.803], [-31.867, -24.723, -29.882], [-27.986, -24.346, -34.384], [-35.734, -25.720, -28.651], [-25.501, -23.500, -33.244], [-27.230, -25.441, -35.555], [-34.597, -22.650, -24.038], [-25.204, -24.025, -34.905], [-34.909, -22.766, -27.638], [-33.426, -22.989, -26.978], [-34.756, -28.496, -27.981], [-32.400, -26.697, -27.102], [-37.236, -28.386, -27.937], [-34.193, -25.991, -28.023], [-30.265, -26.426, -25.312], [-27.199, -24.515, -32.090], [-27.587, -28.017, -32.346], [-36.587, -29.343, -29.217], [-33.676, -22.174, -36.247], [-28.675, -27.083, -30.689], [-34.507, -23.037, -34.306], [-24.287, -24.726, -33.624], [-27.673, -29.710, -32.490], [-33.679, -27.725, -29.813], [-31.681, -28.568, -24.799], [-33.314, -28.253, -25.223], [-34.877, -19.496, -25.611], [-32.266, -25.798, -24.213], [-27.040, -29.962, -29.000], [-34.011, -21.585, -33.444], [-31.690, -20.867, -33.381], [-26.427, -30.132, -30.611], [-37.254, -27.718, -29.573], [-33.673, -25.941, -25.262], [-34.721, -20.127, -27.280], [-26.209, -28.558, -29.825], [-34.839, -23.688, -26.118], [-28.970, -29.711, -30.236], [-29.201, -28.795, -32.407], [-33.331, -20.035, -26.222], [-30.731, -21.040, -34.864], [-33.430, -23.210, -32.961], [-32.337, -28.996, -26.416], [-30.675, -22.246, -33.553], [-35.853, -21.582, -25.630], [-32.344, -24.800, -25.678], [-35.539, -26.351, -27.002], [-25.924, -26.469, -33.721], [-28.296, -26.051, -34.215], [-32.079, -23.352, -34.980]], "atomic_forces_ev_per_a": [[-2.01, -2.49, -2.32], [-0.28, -1.67, -0.82], [1.54, 1.54, -3.31], [-2.49, -0.52, 0.21], [0.40, 0.35, 2.65], [0.08, 0.46, -0.17], [0.29, -0.08, -0.24], [0.09, 0.11, 0.00], [0.02, 0.13, 0.15], [0.13, 0.34, 0.16], [-0.22, 0.11, 0.55], [0.35, 0.05, -0.33], [-0.04, -0.01, 0.11], [-0.10, -0.38, 0.51], [-0.13, 0.02, -0.91], [-0.06, -0.23, 0.66], [0.05, -0.58, -0.58], [0.06, 0.25, 0.17], [0.09, 0.27, 0.17], [0.24, -0.84, 0.28], [1.03, 0.54, 0.09], [0.11, 0.12, 0.92], [-1.44, 0.14, -0.36], [-0.25, 1.36, 0.44], [-0.18, -0.43, 0.13], [0.58, 0.11, -0.22], [0.34, 0.21, -0.14], [0.95, 0.04, 0.96], [-0.22, 0.11, 0.20], [-0.34, -0.22, 0.55], [1.62, -1.60, 2.48], [0.24, 2.92, -1.61], [0.81, 0.18, 0.07], [-0.04, 0.26, 0.41], [0.67, -0.97, -0.07], [-1.09, -0.34, 0.20], [1.16, 0.51, -0.19], [-1.50, 0.05, 0.64], [-0.55, -0.45, -0.47], [0.28, -0.38, -0.84], [-0.83, 1.03, -0.46], [-0.82, -0.48, 0.34], [-0.05, 0.28, 1.31], [0.85, 0.10, 0.03], [-0.08, -0.78, 0.03], [-0.61, -0.15, 0.19], [0.17, 0.63, -0.35], [-0.32, 0.17, 1.03], [0.20, -0.75, -0.92], [0.84, -0.37, -0.14], [0.13, 1.31, -0.76], [-0.17, 0.11, 0.36], [-0.58, -0.07, 0.02], [0.11, 0.05, -0.09], [-0.30, -0.14, 0.15], [-0.04, 0.03, -0.03], [-0.16, -0.15, -0.03], [-0.13, -0.10, -0.36], [-0.39, -0.17, -0.07], [-0.69, 0.24, 0.35], [0.32, 0.24, 0.91], [0.13, -0.26, -0.36], [0.61, -0.15, -0.30], [0.21, 0.32, 0.15], [0.22, -0.52, -0.05], [1.02, -0.03, -0.25], [-0.07, 0.01, -0.18], [-0.23, 0.20, 0.17], [-0.23, 0.11, -0.33], [-0.01, -0.01, -0.01], [-0.30, 0.55, 0.40], [0.12, 0.01, -0.24], [-0.04, 0.14, 0.27], [-0.29, -0.35, 0.30], [0.06, -0.23, -0.15], [0.27, 0.02, -0.18], [-0.01, 0.32, -0.11], [-0.11, 0.00, -0.08], [0.07, -0.10, -0.04], [0.27, 0.44, 0.32], [0.00, -0.06, 0.14], [0.02, 0.21, -0.23], [0.06, 0.06, -0.01], [0.16, 0.05, -0.11], [-0.04, 0.15, -0.10], [-0.18, 0.04, 0.05], [0.09, -0.08, 0.23], [0.15, -0.24, -0.30], [-0.14, 0.25, 0.22], [0.08, 0.08, -0.14], [0.03, -0.24, 0.04], [-0.06, -0.14, -0.19], [0.15, 0.20, 0.11], [0.56, 0.03, -0.03], [0.09, -0.04, -0.16], [-0.05, -0.24, -0.57], [-0.23, 0.12, 0.14], [-0.30, -0.49, -0.06], [0.27, 0.06, 0.27], [0.07, -0.17, -0.25], [-0.10, 0.00, -0.03]], "mulliken_charge": [1.316, 0.611, 0.975, 0.824, 0.921, -0.114, -0.252, -0.197, -0.187, -0.094, -0.181, -0.197, -0.236, 1.797, -0.623, -0.590, -0.703, -0.642, -0.573, -0.298, -0.581, -0.654, 0.160, -0.590, -0.887, -0.617, -0.647, -0.663, -0.702, -0.629, -0.193, 0.142, -1.637, -1.275, 0.971, 2.119, 0.466, 0.596, -1.447, -0.765, 0.319, -1.786, 1.102, -1.393, -1.702, 0.502, -1.801, -1.005, 0.676, -1.275, -0.637, -1.130, 0.501, 0.301, 0.405, 0.300, 0.424, 0.304, 0.359, 0.426, 0.081, -0.008, -1.060, 0.370, -0.212, 0.222, 0.192, 0.283, 0.434, 0.306, -0.328, 0.402, 0.317, 0.467, 0.115, 0.293, 0.517, 0.359, 0.520, 0.246, 0.346, 0.308, 0.545, 0.356, 0.345, 0.339, 0.168, 0.178, 0.249, 0.324, 0.336, 0.346, 0.064, 0.272, 0.121, 0.098, 0.335, 0.317, 0.359, 0.308, 0.153], "multiplicity": 4, "total_charge": -1, "max_force_ev_per_a": 3.97, "e_homo_ev": [-7.352, -7.381], "s2": 3.800}

=====

# 4
{"formula": "C3H8N4", "method": "ωB97M-V with the def2-TZVPD basis set", "species": ["N", "N", "N", "N", "C", "C", "C", "H", "H", "H", "H", "H", "H", "H", "H"], "xyz": [[0.439, 0.606, -0.376], [-2.793, -0.525, 0.214], [-1.605, -0.449, 0.166], [1.603, -0.946, 0.206], [-1.067, 0.808, -0.313], [1.275, 0.276, 0.823], [0.931, -0.698, -0.866], [0.875, -1.182, -1.807], [0.812, 1.461, -0.781], [-1.274, 1.038, -1.350], [2.226, -1.740, 0.319], [0.816, 0.148, 1.915], [-3.289, -1.354, 0.559], [2.195, 1.060, 0.841], [-1.144, 1.497, 0.448]], "atomic_forces_ev_per_a": [[-0.09, -1.00, 0.25], [-2.77, 2.01, -0.60], [2.32, -2.07, 0.27], [-0.32, -1.10, -3.13], [0.45, -1.66, -1.04], [1.77, 2.90, 4.65], [0.53, 0.65, 1.59], [-0.35, -0.49, -0.94], [0.33, 0.11, -0.86], [-0.91, 0.54, 0.04], [0.33, -0.15, 0.75], [0.48, 0.54, -2.56], [1.09, -0.59, 0.13], [-2.00, -1.95, 0.30], [-0.86, 2.29, 1.15]], "mulliken_charge": [0.026, -0.779, 0.342, 0.053, -0.391, -0.331, 0.057, 0.443, 0.436, 0.406, 0.261, 0.354, 0.311, 0.373, 0.441], "total_charge": 2, "e_above_lowest_ev": 4.5347, "max_force_ev_per_a": 5.76, "e_homo_ev": [-17.563, -17.564]}